Molecular formula: C36H108N12O10P4S6
Method: DFT, ωB97M-V with the def2-TZVPD basis set

The spin multiplicity is 1. The frontier orbital gap is 0.2702 hartree. The calculation puts the total energy at -179599.3212 eV. Its LUMO energy is 0.054 eV.

Each line ends with the Löwdin charge.
Geometry (Å):
1 O 0.663 17.458 -9.387  -0.3101
2 P 0.923 18.031 -10.730  0.6312
3 N 1.363 19.742 -10.682  -0.2784
4 C 0.388 20.795 -10.314  -0.1041
5 C 2.744 20.023 -10.168  -0.0975
6 N -0.340 17.993 -11.839  -0.2777
7 C -1.153 16.787 -11.915  -0.1344
8 C -0.423 18.927 -13.032  -0.0711
9 N 2.174 17.212 -11.639  -0.2961
10 C 2.825 17.643 -12.837  -0.1368
11 C 2.434 15.742 -11.469  -0.0871
12 H -0.463 20.440 -9.733  0.0761
13 H -0.195 21.054 -11.198  0.0438
14 H 0.970 21.707 -10.175  0.0730
15 H 3.250 19.082 -9.954  0.0670
16 H 2.613 20.586 -9.244  0.0517
17 H 3.199 20.797 -10.787  0.0708
18 H -0.700 16.261 -12.755  0.0516
19 H -1.053 16.000 -11.168  0.0625
20 H -2.215 16.907 -12.130  0.0779
21 H 0.366 18.826 -13.777  0.0705
22 H -1.472 18.960 -13.325  0.0798
23 H -0.358 19.960 -12.688  0.0396
24 H 2.549 18.674 -13.056  0.0665
25 H 3.857 17.584 -12.492  0.0675
26 H 2.583 17.010 -13.691  0.0756
27 H 2.039 15.347 -10.533  0.0684
28 H 3.406 15.277 -11.635  0.0664
29 H 1.811 15.366 -12.281  0.0611
30 O -4.204 14.225 -14.543  -0.3013
31 P -3.976 14.409 -16.004  0.5839
32 N -5.451 14.579 -16.861  -0.2955
33 C -6.650 13.959 -16.253  -0.1272
34 C -5.828 15.053 -18.188  -0.1266
35 N -3.116 13.217 -16.859  -0.2848
36 C -3.788 11.874 -17.289  -0.0510
37 C -1.608 13.127 -16.752  -0.0790
38 N -2.977 15.797 -16.221  -0.2845
39 C -2.746 16.455 -17.540  -0.1115
40 C -2.440 16.485 -15.016  -0.1129
41 H -7.281 14.823 -16.040  0.0815
42 H -6.448 13.333 -15.384  0.0725
43 H -7.246 13.371 -16.950  0.0731
44 H -6.901 15.149 -18.355  0.0848
45 H -5.265 14.732 -19.064  0.0786
46 H -5.558 16.108 -18.153  0.0626
47 H -4.675 12.106 -17.878  0.0622
48 H -3.097 11.389 -17.979  0.0664
49 H -3.999 11.289 -16.394  0.0746
50 H -1.276 12.398 -17.491  0.0523
51 H -1.098 14.090 -16.796  0.0664
52 H -1.431 12.709 -15.761  0.0586
53 H -3.307 17.384 -17.646  0.0710
54 H -1.682 16.642 -17.685  0.0767
55 H -3.306 16.053 -18.385  0.0547
56 H -1.843 15.826 -14.385  0.0459
57 H -3.205 16.986 -14.422  0.0784
58 H -1.784 17.314 -15.279  0.0698
59 O 4.257 13.138 -15.352  -0.2779
60 P 3.774 12.847 -16.725  0.6518
61 N 2.464 11.665 -16.753  -0.3106
62 C 2.383 10.748 -15.663  -0.1246
63 C 1.636 11.408 -17.913  -0.1149
64 N 5.082 12.273 -17.684  -0.3057
65 C 4.957 11.380 -18.778  -0.1506
66 C 6.450 12.603 -17.247  -0.1013
67 N 3.167 14.134 -17.653  -0.2889
68 C 3.173 14.313 -19.076  -0.1352
69 C 2.644 15.278 -16.892  -0.1069
70 H 3.007 9.923 -16.005  0.0779
71 H 1.324 10.492 -15.615  0.0781
72 H 2.861 11.035 -14.726  0.0805
73 H 2.166 10.697 -18.547  0.0703
74 H 1.619 12.234 -18.624  0.0587
75 H 0.602 11.169 -17.666  0.0691
76 H 4.254 11.633 -19.572  0.0675
77 H 5.849 11.441 -19.400  0.0849
78 H 4.802 10.408 -18.309  0.0883
79 H 6.825 13.599 -17.484  0.0829
80 H 6.674 12.361 -16.208  0.0479
81 H 7.172 11.945 -17.730  0.0775
82 H 3.354 15.355 -19.336  0.0764
83 H 4.066 13.860 -19.506  0.0743
84 H 2.224 14.149 -19.586  0.0775
85 H 3.078 15.526 -15.924  0.0606
86 H 1.634 15.081 -16.532  0.0642
87 H 2.564 16.204 -17.461  0.0799
88 O 6.056 14.279 -10.730  -0.3058
89 P 7.146 14.871 -11.565  0.6015
90 N 7.185 16.565 -11.249  -0.2706
91 C 6.076 17.194 -10.462  -0.0989
92 C 8.086 17.474 -12.031  -0.0931
93 N 7.067 14.588 -13.242  -0.3088
94 C 7.355 13.223 -13.671  -0.0983
95 C 6.067 15.214 -14.020  -0.1414
96 N 8.727 14.364 -11.117  -0.2777
97 C 8.675 13.416 -9.942  -0.1171
98 C 10.038 14.735 -11.757  -0.0809
99 H 6.295 17.264 -9.396  0.0678
100 H 5.229 16.547 -10.688  0.0435
101 H 5.862 18.208 -10.800  0.0637
102 H 7.514 18.305 -12.444  0.0476
103 H 8.437 16.988 -12.942  0.0607
104 H 8.989 17.653 -11.447  0.0751
105 H 6.569 12.822 -14.310  0.0504
106 H 8.245 13.314 -14.294  0.0780
107 H 7.705 12.653 -12.810  0.0771
108 H 5.094 14.938 -13.614  0.0713
109 H 6.107 16.299 -13.921  0.0699
110 H 6.135 15.000 -15.087  0.0801
111 H 8.709 13.952 -8.993  0.0659
112 H 7.806 12.759 -9.921  0.0641
113 H 9.528 12.744 -9.844  0.0709
114 H 9.779 15.096 -12.752  0.0599
115 H 10.632 13.824 -11.702  0.0766
116 H 10.541 15.597 -11.318  0.0655
117 C -0.138 21.197 -6.797  -0.2497
118 S 0.218 20.113 -5.286  0.8820
119 O -1.130 19.310 -5.255  -0.6203
120 C 1.407 18.899 -6.179  -0.2201
121 H -0.715 22.086 -6.544  0.0304
122 H -0.699 20.540 -7.461  0.0304
123 H 0.820 21.580 -7.150  0.0203
124 H 1.719 18.211 -5.393  0.0380
125 H 2.192 19.500 -6.639  0.0332
126 H 0.869 18.286 -6.902  0.0211
127 C 3.964 15.667 -8.033  -0.2189
128 S 4.596 14.476 -6.700  0.8312
129 O 3.504 13.463 -6.387  -0.5803
130 C 5.875 13.711 -7.790  -0.2831
131 H 3.681 15.079 -8.906  0.0406
132 H 4.755 16.366 -8.304  0.0122
133 H 3.213 16.335 -7.611  0.0356
134 H 5.288 12.952 -8.307  0.0522
135 H 6.621 13.108 -7.271  0.0426
136 H 6.419 14.416 -8.418  0.0168
137 C -3.480 17.333 -8.995  -0.2768
138 S -2.089 17.527 -7.818  0.8533
139 O -2.684 17.866 -6.397  -0.5929
140 C -1.720 15.635 -7.867  -0.2005
141 H -4.372 17.436 -8.378  0.0518
142 H -3.346 16.565 -9.757  0.0350
143 H -3.456 18.285 -9.526  0.0238
144 H -0.949 15.681 -8.635  0.0042
145 H -2.621 15.039 -8.010  0.0453
146 H -1.230 15.372 -6.929  0.0472
147 C 6.313 21.437 -16.033  -0.2616
148 S 6.252 20.141 -14.742  0.8009
149 O 7.717 19.950 -14.578  -0.5695
150 C 5.750 21.142 -13.309  -0.2497
151 H 6.846 21.057 -16.904  0.0467
152 H 6.878 22.289 -15.657  0.0518
153 H 5.363 21.754 -16.465  0.0459
154 H 4.660 21.133 -13.301  0.0427
155 H 6.296 22.083 -13.247  0.0634
156 H 6.026 20.466 -12.500  0.0279
157 C 2.642 25.111 -6.943  -0.2743
158 S 2.208 24.698 -8.619  0.8159
159 O 2.716 23.312 -8.732  -0.5749
160 C 0.328 24.634 -8.408  -0.2178
161 H 2.203 26.050 -6.607  0.0577
162 H 3.723 24.991 -6.873  0.0551
163 H 2.194 24.293 -6.378  0.0496
164 H -0.005 24.323 -9.398  0.0381
165 H 0.046 25.638 -8.091  0.0445
166 H -0.072 23.920 -7.687  0.0256
167 C -2.523 13.159 -12.287  -0.2497
168 S -0.716 13.206 -12.548  0.7898
169 O -0.188 13.540 -11.193  -0.5530
170 C -0.687 11.398 -12.892  -0.2541
171 H -2.848 14.189 -12.433  0.0223
172 H -2.633 12.868 -11.242  0.0645
173 H -2.966 12.547 -13.073  0.0347
174 H 0.329 11.049 -13.077  0.0390
175 H -1.440 11.211 -13.657  0.0325
176 H -1.104 10.923 -12.005  0.0551